## i
Density functional theory data (wB97M-V/def2-TZVPD) for the molecule C3H8NPS.

Each line ends with the Mulliken charge.
Positions of all 14 atoms, in Å:
C: -1.994 -0.049 0.128  -0.385
C: -1.042 -1.071 -0.658  -0.628
C: 2.816 0.483 0.562  -1.091
N: -1.583 1.284 0.023  -0.504
P: 1.576 0.248 -0.738  0.109
S: 0.445 -1.257 0.298  -0.173
H: -3.070 -0.391 -0.190  0.263
H: -2.051 -0.249 1.135  0.431
H: -1.666 -1.898 -0.706  0.341
H: -0.930 -0.464 -1.650  0.324
H: 2.390 0.572 1.464  0.398
H: 3.500 1.323 0.423  0.326
H: 3.412 -0.384 0.695  0.363
H: -1.804 1.852 -0.785  0.226

Kohn-Sham gap (spin up / spin down): 8.65 / 6.87 eV
E_LUMO (spin up / spin down): -0.019 / -0.019 Eh
highest occupied orbital energy (spin up / spin down): -0.3367 / -0.2718 Eh
net charge: 0

## ii
Density functional theory data (wB97M-V/def2-TZVPD) for the molecule C3H8NPS.

Each line ends with the Mulliken charge.
Positions of all 14 atoms, in Å:
C: -1.607 0.135 0.161  -0.471
C: -1.095 -1.283 -0.438  -0.613
C: 2.352 0.695 0.553  -0.848
N: -1.052 1.223 -0.484  -0.639
P: 1.534 0.094 -0.901  0.154
S: 0.655 -1.620 -0.105  -0.146
H: -2.674 0.188 0.162  0.419
H: -1.271 0.292 1.160  0.306
H: -1.613 -2.073 0.111  0.333
H: -1.424 -1.527 -1.457  0.352
H: 3.291 1.048 0.333  0.386
H: 2.393 -0.094 1.394  0.287
H: 1.848 1.644 0.925  0.273
H: -1.337 1.278 -1.415  0.206

Kohn-Sham gap (spin up / spin down): 6.79 / 6.80 eV
E_LUMO (spin up / spin down): -0.040 / -0.040 Eh
highest occupied orbital energy (spin up / spin down): -0.2901 / -0.2905 Eh
net charge: 0

The relative energies come out as i 0.0177; ii 0.0000, with values in hartree.